1.
This record from OMol25 describes a structure of composition C16H21ClN6O4OsS. The level of theory is ωB97M-V with the def2-TZVPD basis set.

Each line ends with the natural charge from an NBO analysis.
Geometry (Å):
C: 0.2229 -1.1947 -3.5408  0.126
H: 2.2013 -0.9420 -4.3399  0.225
C: -2.8127 0.7170 -0.3090  0.718
C: 3.3416 1.6838 -1.4449  -0.181
H: -1.3722 -1.3875 3.9491  0.228
N: -3.1077 -1.0283 2.8328  -0.416
C: 2.2323 2.5819 -3.3743  -0.203
Cl: 0.0841 1.9792 1.0838  2.547
H: 3.8980 3.5219 -2.3968  0.212
H: -3.2384 2.6106 0.1779  0.414
N: -3.1905 0.2783 0.9292  -0.611
O: 0.8972 1.0119 1.7474  -0.815
C: 1.4603 0.5272 -2.3937  0.230
H: -1.8063 -1.6630 -3.0187  0.213
N: 0.5106 -0.5293 -2.3254  -0.575
O: 0.7492 3.2310 0.9361  -0.803
H: 4.1121 1.7443 -0.6883  0.215
H: 2.1361 3.3508 -4.1295  0.210
C: 3.2252 2.6755 -2.4054  -0.225
C: -2.3603 -1.8201 3.7935  -0.421
C: 2.4693 0.6045 -1.4431  -0.256
C: -0.3077 -2.5840 -5.9130  -0.235
C: -4.5509 -0.9510 2.9951  -0.416
H: 2.5573 -0.1793 -0.7000  0.231
H: -3.7052 0.9534 1.4741  0.416
H: -2.2748 -2.8655 -5.1093  0.210
H: -2.0086 0.4667 -2.0105  0.384
H: -4.9002 -1.8668 3.4704  0.217
C: 1.2161 -1.3493 -4.5147  -0.236
S: 0.0077 -2.9459 -0.4876  -0.192
H: -2.7673 2.3814 -1.4070  0.410
H: -0.5125 -3.1199 -6.8299  0.211
H: -5.0433 -0.8725 2.0280  0.221
H: -0.9300 -1.7829 1.8833  0.404
N: -3.2288 1.9713 -0.6072  -0.786
O: -0.2673 1.4834 -0.2892  -0.911
C: -1.0322 -1.7599 -3.7683  -0.201
C: -2.4883 -0.6623 1.6872  0.661
H: -2.8865 -1.7996 4.7446  0.220
H: 1.7345 -2.1592 -6.4187  0.212
C: -1.2926 -2.4400 -4.9496  -0.214
H: 0.5697 1.4469 -4.1168  0.216
C: 1.3534 1.5137 -3.3733  -0.267
Os: -0.3757 -0.9267 -0.6271  0.818
O: -1.1810 2.1434 1.7772  -0.895
C: 0.9493 -2.0395 -5.6836  -0.199
H: -2.2534 -2.8614 3.4729  0.202
N: -2.2023 -0.0643 -1.1639  -0.770
H: -4.8468 -0.1054 3.6212  0.201
N: -1.3291 -1.0546 1.3065  -0.746

Force components x, y, z for each atom (eV/Å):
0.0195 0.1666 0.1296
0.0259 0.0240 0.0027
-0.0638 -0.1598 -0.2142
-0.0362 -0.0334 0.0073
0.0030 0.0111 -0.0047
0.1444 -0.0056 0.0309
0.0245 -0.0188 0.0155
-0.2497 0.2118 -0.2513
0.0288 0.0130 -0.0180
-0.0113 -0.0636 -0.0433
0.0282 -0.0494 0.0227
-0.0149 0.0666 -0.0671
0.0036 -0.3031 0.1120
0.0412 -0.0715 -0.0116
-0.3567 0.0766 -0.2097
-0.1206 -0.1432 0.0127
0.0161 0.0206 0.0156
0.0018 0.0298 -0.0083
-0.0133 0.0162 -0.0052
0.0031 0.0110 0.0306
0.1276 0.0713 0.0331
0.0201 -0.0067 -0.0504
-0.0571 0.0318 0.0216
-0.0291 0.0274 -0.0205
0.0870 -0.0363 0.0373
-0.0192 -0.0051 -0.0070
-0.0787 -0.1946 -0.0745
-0.0175 0.0050 -0.0136
-0.0506 -0.0550 -0.0030
0.3355 -0.8468 0.1332
-0.0560 -0.0436 0.0302
-0.0010 -0.0141 -0.0121
0.0014 -0.0058 0.0249
-0.0453 0.0891 -0.0200
-0.0724 0.0793 -0.0362
0.4674 -0.4783 0.5754
-0.0614 -0.0358 -0.0695
-0.0210 0.1671 -0.1645
-0.0053 -0.0001 -0.0011
0.0107 -0.0025 -0.0123
0.0098 0.0347 0.0742
-0.0164 -0.0178 -0.0242
0.0190 0.0835 0.0839
0.1926 0.8899 -0.2407
0.1591 0.0675 0.0668
-0.0218 -0.0004 0.0080
-0.0078 -0.0025 0.0082
-0.1346 0.5847 0.1467
-0.0009 -0.0025 0.0117
-0.2076 -0.1828 -0.0517

Results
net charge	0
M	619.1	g mol⁻¹
HOMO energy (spin up / spin down)	-0.26510 / -0.25640	hartree
orbital gap (spin up / spin down)	0.2358 / 0.2326	Eh
multiplicity	1
ΔE to the lowest compared entry with this formula, charge and spin	0.484	eV
DFT total energy	-2200.59628	a.u.

---

2.
This record from OMol25 describes a cluster of 4 separate species, C16H21F4O12P in total at a distorted geometry. The level of theory is ωB97M-V with the def2-TZVPD basis set.

Each line ends with the natural charge from an NBO analysis.
Geometry (Å):
O: -3.9612 0.7652 -4.8021  -0.480
O: 1.4901 -3.4993 -3.2208  -0.487
O: -1.0392 0.3944 -2.2387  -0.558
H: -3.0506 -1.2615 -6.5296  0.154
C: 2.1639 2.4538 0.1967  -0.462
C: -1.4129 0.6549 8.1815  -0.131
F: 4.4345 2.8329 -0.2479  -0.359
O: -1.5819 1.8104 7.3532  -0.481
O: 3.6894 -3.3076 -3.6807  -0.545
O: 1.4917 -1.1876 2.9520  -0.957
C: -5.0695 0.0807 -5.1846  0.966
H: -0.0950 1.1909 4.1333  0.246
H: 1.4582 1.5867 3.4782  0.220
C: -0.3616 2.1577 6.8694  0.966
H: 2.0773 -0.2172 0.5546  0.231
H: 2.3676 2.5888 1.2519  0.226
C: 0.3165 -2.9358 -3.8141  -0.134
H: -1.9478 0.2330 -4.9330  0.217
H: 3.7012 0.9911 -0.2011  0.151
H: 2.3337 -0.7110 3.0186  0.473
H: -0.0524 2.1892 2.7131  0.243
H: 0.8648 -1.3931 -0.9013  0.243
F: 0.1562 -1.6063 -5.7730  -0.331
F: 0.6077 -0.4629 8.7295  -0.322
O: -0.1692 3.0083 6.0692  -0.555
C: 1.0547 0.1383 0.5379  -0.557
H: 0.0910 2.1294 0.2461  0.199
H: 3.2624 1.9670 -1.5815  0.176
H: 0.2337 1.3608 9.4565  0.156
C: 0.9824 1.5527 0.0110  0.094
H: -0.6527 -1.1412 -0.0103  0.246
H: -1.6154 -0.2444 7.5985  0.207
C: 2.5603 -3.1008 -3.9616  0.964
H: 0.0613 -2.0049 -3.3042  0.203
H: 0.6274 -3.5473 -5.9020  0.158
C: 3.3983 1.9855 -0.5130  0.065
H: -2.8393 -0.4602 -3.5701  0.220
O: 0.6158 1.3899 7.4378  -0.493
C: -2.9021 -0.1822 -4.6202  -0.135
P: 0.3526 -0.2071 2.2467  1.076
H: -2.0847 0.6863 9.0353  0.211
H: -0.5256 -3.6198 -3.7442  0.218
C: 0.4308 1.3597 3.2105  -0.975
F: -2.9588 -2.5290 -4.9811  -0.339
C: 0.7618 -2.6955 -5.2336  0.446
O: -4.7666 -1.2383 -5.4030  -0.496
C: -0.1258 0.3930 -1.5256  0.813
O: 2.1436 -2.4298 -5.0800  -0.492
C: -3.3580 -1.3288 -5.4847  0.444
O: 0.8266 1.3255 -1.4374  -0.526
C: 0.0421 0.7567 8.5682  0.445
O: -6.1450 0.5537 -5.3189  -0.550
H: 1.9333 3.4424 -0.1741  0.229
C: 0.1845 -0.6674 -0.4775  -0.539

Force components x, y, z for each atom (eV/Å):
-0.1103 -0.3198 -0.1530
0.0764 0.1534 -0.2861
-2.5757 0.2812 -2.8197
0.0661 -0.1632 0.0078
0.2143 0.2488 0.1025
-0.3491 0.0067 0.1199
0.7140 0.6788 0.3150
0.2662 -0.0707 0.0618
-0.0172 0.0721 0.0082
0.1968 0.9381 -0.2999
-0.0623 0.1523 0.1590
-0.2909 -0.1392 0.3384
0.2184 0.4293 -0.0092
-0.0537 0.0351 -0.1163
0.2678 -0.0150 -0.1805
0.0673 -0.1528 0.3758
-0.3685 -0.2190 0.2684
-0.1128 0.1809 -0.0166
0.0796 -0.2506 0.1151
0.0608 -0.3221 0.1757
-0.0098 0.2012 -0.2387
-0.2133 -0.4818 -0.4403
0.0281 0.0039 -0.0469
0.0444 0.0499 -0.0085
0.0111 -0.0781 -0.0241
-0.7903 -0.2928 1.1766
-0.2867 -0.2977 0.6493
-0.1818 -0.0044 -0.4370
0.0762 -0.0895 0.0479
0.3130 0.2279 -1.1111
-0.6263 -0.2162 -0.0595
0.1702 -0.0485 0.0101
0.0809 0.0644 0.1327
0.0010 0.1060 -0.1781
-0.0702 0.0891 -0.0998
-0.1065 -0.6945 -0.1418
-0.0206 -0.1436 -0.0228
-0.2595 0.2808 0.2086
0.2780 0.2307 -0.0053
-1.1884 -0.3963 0.0987
-0.0517 0.2026 -0.0736
0.1405 -0.1265 0.0874
0.8193 -0.6547 -0.2914
0.0019 -0.0651 -0.0360
0.0877 0.3603 0.0449
0.1727 0.2859 -0.2412
2.0380 -1.6166 2.6539
-0.1032 -0.4348 0.0851
-0.1587 -0.0997 0.2379
0.0154 1.2165 -0.2096
0.1473 -0.2844 -0.2101
-0.0043 -0.0711 0.0370
-0.2245 0.3196 -0.1878
1.5831 0.9331 0.4270

Results
net charge	0
M	512.3	g mol⁻¹
HOMO energy	-0.33183	hartree
SMILES	CP(O)[C@H]1CC(=O)O[C@@H]1CCF.O=C1OC[C@@H](F)O1.O=C1OC[C@@H](F)O1.O=C1OC[C@@H](F)O1
orbital gap	0.3457	Eh
multiplicity	1
DFT total energy	-2266.02277	a.u.

---

3.
This record from OMol25 describes a structure of composition C16H21GaI2N3O2 at a distorted geometry. The level of theory is ωB97M-V with the def2-TZVPD basis set.

Each line ends with the natural charge from an NBO analysis.
Geometry (Å):
H: -4.8164 0.9113 -0.0363  0.217
C: 3.2929 0.8370 0.8816  -0.218
O: -2.0037 3.2209 1.9704  -0.291
H: -0.1041 3.6401 2.9177  0.206
N: -6.6994 0.0992 -0.2566  -0.416
H: 5.3732 -0.0039 1.3932  0.217
H: -5.4472 2.4655 1.8150  0.242
H: 4.9969 -2.5156 -2.1092  0.211
C: 5.7884 -2.4741 -5.8389  -0.273
H: -0.2759 1.2606 0.0516  -0.315
C: 4.9197 1.0203 0.9895  -0.689
H: -7.8182 2.4715 2.6069  0.210
I: 2.5964 -0.5943 -0.6831  0.122
C: -0.7989 2.7282 2.6658  -0.584
N: -0.4040 -2.5892 0.7816  -0.708
H: -1.1107 2.2636 3.7203  0.140
I: 2.8941 2.9864 3.2900  0.032
C: -7.5053 1.8079 1.8061  -0.172
C: -0.3351 -0.5670 2.5614  -0.979
H: 3.9205 -3.5020 -6.1464  0.212
C: 6.6255 -1.9327 -4.8763  0.026
H: 5.3579 1.1349 -0.1150  0.225
H: 3.3773 -3.5477 -3.7068  0.226
Ga: 0.2049 1.2175 1.5903  1.145
H: -3.0643 1.7448 2.5888  0.429
O: -2.8695 2.2709 1.7555  -0.443
H: 7.5650 -1.4626 -5.1520  0.188
C: 2.2835 1.5362 1.7396  -0.588
C: 0.2191 -1.9109 1.8011  0.141
C: 4.6012 -3.0660 -5.4211  -0.169
C: 4.2944 -3.0934 -4.0645  -0.262
C: 5.1930 -2.5226 -3.1777  0.039
C: -8.4208 0.9489 1.2072  -0.275
H: -1.2933 -2.0827 0.5770  0.322
H: 5.2790 1.8656 1.7148  0.238
H: 1.2467 -2.3621 2.2064  0.170
C: -7.9741 0.1198 0.1907  0.022
H: 0.1538 -0.4751 3.6464  0.219
H: 6.0560 -2.4355 -6.8888  0.213
H: -1.5267 -0.5793 2.6267  0.217
N: 6.3538 -1.9426 -3.5529  -0.414
C: -5.8340 0.9455 0.3428  0.035
C: -6.1848 1.8085 1.3685  -0.264
H: -9.4571 0.9251 1.5246  0.211
H: -8.6496 -0.5708 -0.3058  0.186

Force components x, y, z for each atom (eV/Å):
-0.0529 0.0763 0.1150
-1.2252 3.2247 3.5926
3.9094 3.7820 2.1158
-1.7077 -1.4579 -0.6593
-0.4237 0.5882 0.7494
-0.9776 2.1128 -0.8139
0.0165 -0.0815 -0.1348
-0.0429 0.0091 -0.1182
-0.1863 -0.0965 0.1068
0.2286 -0.0558 0.2829
-0.1245 -1.4281 -0.7856
0.0372 -0.0653 -0.0805
0.6596 1.2705 1.4066
0.7696 -0.2787 1.2720
1.9584 2.8692 3.8288
0.2217 1.0556 -1.7843
0.1365 -0.8611 -0.8798
0.0586 -0.0252 -0.0418
0.3626 -1.7827 0.3099
0.0674 0.0514 0.0788
-0.1504 0.0317 0.9456
-0.9177 -0.0093 2.4917
0.0849 0.0699 0.0068
-0.4821 0.2632 0.0979
0.6102 1.0962 -0.6828
-3.4474 -4.7158 -0.4509
-0.0642 -0.0265 -0.0252
3.0628 -3.0337 -3.4951
-1.9291 -0.8292 -1.1228
-0.0272 -0.0083 0.0590
0.0761 -0.0037 -0.3574
0.8405 0.4138 -0.0016
0.1622 0.1175 0.0728
0.7194 -0.2704 0.2302
-1.0577 -1.4804 -1.5451
-2.2017 1.0680 -1.0964
0.8726 -0.0503 -0.3471
-1.1960 -0.4647 -2.2118
-0.0039 0.0090 0.0868
2.5649 -0.1164 -0.1047
-0.5836 -0.4329 -0.7636
-0.3386 -0.6454 -0.5646
-0.3490 0.0816 0.2078
0.0686 -0.0208 -0.0383
0.0010 0.0499 0.0485

Results
net charge	-1
M	610.9	g mol⁻¹
HOMO energy	-0.18102	hartree
orbital gap	0.2679	Eh
multiplicity	1
DFT total energy	-3456.95968	a.u.